(1)
128
Properties=species:S:1:pos:R:3 method="wB97M-V/def2-TZVPD" mol_weight_da=1071.0 orbital_gap_ev="6.77 / 7.14" spin_multiplicity=2 charge=0 de_lowest_kcal_mol=0.00 homo_ev="-6.54 / -7.78"
K -1.817 0.050 1.571
C -0.915 -3.339 -3.281
C -1.689 -2.330 -2.438
C -3.174 -2.275 -2.812
P -1.498 -2.391 -0.590
C 0.248 -2.962 -0.423
N 1.174 -2.001 -0.991
Ge 1.025 -0.111 -0.765
N 0.333 0.840 -2.259
C -0.856 1.685 -2.227
P -0.993 2.643 -0.644
C 0.612 3.580 -0.646
C 0.536 4.715 0.379
C 1.208 4.026 -1.981
C -2.285 3.905 -1.106
C -3.569 3.195 -1.543
C -1.907 4.964 -2.140
C 0.689 0.284 -3.482
C -0.090 0.300 -4.638
C 0.359 -0.352 -5.785
C 1.565 -1.035 -5.800
C 2.354 -1.046 -4.652
C 1.924 -0.379 -3.528
N 2.666 -0.316 -2.290
C 3.317 -1.537 -1.879
C 4.650 -1.805 -2.093
C 5.187 -3.012 -1.652
C 4.364 -3.915 -0.997
C 3.023 -3.629 -0.756
C 2.478 -2.421 -1.193
C 3.447 0.876 -2.068
C 4.183 1.518 -3.036
C 4.950 2.630 -2.687
C 4.961 3.056 -1.370
C 4.189 2.424 -0.397
C 3.401 1.327 -0.741
N 2.538 0.648 0.110
C 2.549 1.032 1.507
P 1.398 0.026 2.546
C 1.724 0.763 4.227
C 0.582 1.727 4.565
C 3.078 1.440 4.438
C 2.210 -1.636 2.562
C 3.667 -1.707 3.001
C 1.330 -2.599 3.364
C -2.370 -3.869 0.112
C -3.830 -3.527 0.422
C -2.251 -5.185 -0.653
H -1.078 -3.127 -4.342
H -1.232 -4.364 -3.095
H 0.159 -3.268 -3.103
H -1.272 -1.342 -2.662
H -3.646 -3.254 -2.709
H -3.288 -1.966 -3.854
H -3.720 -1.567 -2.185
H 0.384 -3.913 -0.945
H 0.428 -3.154 0.645
H -1.780 1.108 -2.364
H -0.788 2.390 -3.062
H 1.308 2.845 -0.235
H -0.089 5.540 0.031
H 1.532 5.119 0.572
H 0.125 4.364 1.330
H 0.593 4.755 -2.508
H 1.377 3.173 -2.639
H 2.184 4.481 -1.799
H -2.491 4.406 -0.155
H -3.448 2.751 -2.534
H -4.387 3.916 -1.609
H -3.854 2.405 -0.854
H -1.601 4.510 -3.084
H -1.104 5.618 -1.803
H -2.779 5.590 -2.347
H -1.051 0.794 -4.646
H -0.260 -0.334 -6.673
H 1.892 -1.554 -6.690
H 3.300 -1.575 -4.627
H 5.265 -1.070 -2.597
H 6.231 -3.237 -1.820
H 4.768 -4.858 -0.650
H 2.415 -4.340 -0.214
H 4.162 1.150 -4.055
H 5.538 3.141 -3.437
H 5.566 3.908 -1.085
H 4.196 2.797 0.618
H 2.239 2.079 1.656
H 3.575 0.955 1.876
H 1.653 -0.096 4.902
H 0.550 2.556 3.849
H 0.722 2.161 5.558
H -0.384 1.220 4.546
H 3.163 2.346 3.834
H 3.918 0.793 4.194
H 3.179 1.742 5.483
H 2.167 -1.931 1.507
H 3.780 -1.438 4.053
H 4.309 -1.058 2.403
H 4.037 -2.729 2.883
H 1.366 -2.367 4.432
H 1.686 -3.626 3.247
H 0.282 -2.558 3.058
H -1.866 -3.975 1.081
H -4.407 -3.344 -0.485
H -3.895 -2.645 1.058
H -4.300 -4.357 0.956
H -2.804 -5.147 -1.593
H -2.671 -6.001 -0.061
H -1.216 -5.442 -0.883
N -3.301 2.933 3.759
N -4.579 2.372 3.781
C -5.036 1.474 2.888
N -6.184 0.853 3.175
N -4.315 1.363 1.769
N -4.718 0.456 0.842
O -5.798 -0.118 0.871
O -3.891 0.252 -0.038
H -3.178 3.442 2.893
H -2.626 2.175 3.828
H -5.056 2.460 4.662
H -6.465 0.799 4.139
H -6.506 0.153 2.522
Cl -2.110 -2.372 6.358
C -3.373 -1.963 5.174
Cl -4.195 -3.430 4.639
Cl -4.571 -0.892 5.963
C -2.643 -1.236 3.974
O -2.259 -1.966 3.055
O -2.507 -0.009 4.116

(2)
135
Properties=species:S:1:pos:R:3 method="wB97M-V/def2-TZVPD" mol_weight_da=1027.2 orbital_gap_ev=6.50 charge=-1 de_lowest_kcal_mol=175.19 homo_ev=-5.12
N 1.631 -2.560 5.683
P 2.618 -3.084 4.319
O 2.333 -4.784 4.133
S 1.814 -2.045 2.567
O 1.689 -3.126 1.502
O 2.796 -0.956 2.209
N 0.324 -1.377 3.076
S -0.823 -1.334 1.803
O -0.242 -1.149 0.422
O -1.698 -0.106 2.073
C -1.903 -2.826 1.996
C -2.282 -3.568 0.633
C -1.051 -4.261 -0.121
N -1.487 -4.512 -1.538
C -0.570 -5.448 -2.251
C 0.463 -4.711 -3.239
C 1.001 -3.290 -2.925
C 2.001 -2.682 -3.949
C 2.435 -3.409 -5.250
C 1.903 -4.849 -5.579
C 0.917 -5.454 -4.523
O 0.416 -6.798 -4.748
H 1.451 -1.553 5.514
H 0.722 -3.066 5.600
H 2.235 -5.160 5.044
H -2.909 -2.449 2.446
H -1.461 -3.522 2.800
H -3.005 -4.426 0.922
H -2.863 -2.919 -0.109
H -0.112 -3.603 -0.186
H -0.714 -5.242 0.375
H -1.576 -3.612 -2.031
H -1.233 -6.201 -2.814
H 0.085 -6.031 -1.499
H 0.687 -2.759 -1.952
H 2.453 -1.647 -3.751
H 3.161 -2.911 -5.968
H 2.208 -5.426 -6.518
H 1.133 -7.355 -4.348
C 1.052 1.451 -3.413
C 0.859 0.390 -4.452
N 0.707 -0.453 -5.264
H 2.041 1.354 -2.961
H 0.964 2.440 -3.868
H 0.293 1.350 -2.634
C -0.064 6.088 -3.316
C 0.952 5.238 -4.017
N 1.755 4.569 -4.568
H -0.282 6.977 -3.909
H -0.986 5.521 -3.173
H 0.319 6.397 -2.341
C 1.415 -6.874 -9.384
C 2.811 -6.564 -8.938
N 3.911 -6.319 -8.585
H 0.712 -6.193 -8.901
H 1.337 -6.759 -10.466
H 1.159 -7.900 -9.114
C 4.923 -7.589 -4.534
C 3.616 -8.315 -4.450
N 2.583 -8.884 -4.385
H 4.877 -6.832 -5.319
H 5.138 -7.101 -3.581
H 5.725 -8.293 -4.763
C 2.590 3.656 -0.655
C 2.151 5.020 -0.216
N 1.805 6.096 0.127
H 2.742 3.645 -1.736
H 3.526 3.390 -0.161
H 1.828 2.919 -0.395
C 2.571 1.292 7.649
C 2.430 0.881 6.214
N 2.318 0.556 5.084
H 1.625 1.158 8.167
H 3.334 0.684 8.137
H 2.863 2.343 7.706
C 0.021 -7.761 4.005
C -0.367 -6.374 4.417
N -0.680 -5.282 4.743
H 0.147 -7.804 2.922
H 0.960 -8.042 4.485
H -0.757 -8.467 4.302
C -4.903 -2.403 5.148
C -5.029 -2.815 3.714
N -5.145 -3.152 2.565
H -5.859 -2.537 5.658
H -4.145 -3.011 5.644
H -4.612 -1.353 5.207
C -8.304 -4.301 1.816
C -8.907 -4.644 3.145
N -9.382 -4.914 4.191
H -8.616 -3.300 1.514
H -7.215 -4.330 1.883
H -8.633 -5.019 1.062
C -1.666 9.002 -6.095
C -2.283 8.592 -4.794
N -2.784 8.273 -3.762
H -1.997 10.006 -6.363
H -0.577 8.997 -6.009
H -1.964 8.308 -6.882
C -6.077 8.382 -5.817
C -5.098 9.086 -6.707
N -4.325 9.640 -7.407
H -6.115 8.874 -4.845
H -7.070 8.404 -6.269
H -5.771 7.343 -5.679
C 5.002 0.614 -0.014
C 4.634 0.342 -1.442
N 4.343 0.128 -2.566
H 5.919 0.083 0.241
H 5.158 1.685 0.130
H 4.198 0.277 0.647
C -0.386 1.240 10.985
C 0.608 0.358 10.290
N 1.391 -0.336 9.743
H -0.602 2.114 10.367
H -1.312 0.690 11.159
H 0.018 1.571 11.943
C -2.696 9.047 -0.451
C -3.501 9.203 0.804
N -4.136 9.325 1.792
H -2.042 9.910 -0.582
H -2.086 8.144 -0.390
H -3.360 8.970 -1.312
C 2.952 2.097 14.269
C 1.623 1.413 14.384
N 0.577 0.875 14.475
H 2.916 2.846 13.477
H 3.201 2.586 15.212
H 3.726 1.365 14.032
C 2.436 10.203 -8.197
C 1.656 10.293 -6.921
N 1.041 10.364 -5.916
H 1.773 10.360 -9.049
H 3.218 10.964 -8.208
H 2.897 9.217 -8.281

(3)
120
Properties=species:S:1:pos:R:3 method="wB97M-V/def2-TZVPD" mol_weight_da=958.7 orbital_gap_ev="6.75 / 5.84" spin_multiplicity=2 charge=+2 homo_ev="-12.22 / -12.20"
Ni 0.216 -0.240 0.153
C -2.730 0.842 -3.858
C -3.847 0.902 -2.806
C -4.552 -0.448 -2.699
P -3.196 1.476 -1.201
C -4.505 1.877 0.023
C -4.049 3.011 0.949
C -5.845 2.178 -0.656
C -2.236 2.937 -1.612
C -2.909 3.882 -2.395
C -2.240 4.981 -2.904
C -0.881 5.110 -2.677
C -0.211 4.174 -1.901
C -0.868 3.084 -1.305
Si 0.143 2.021 -0.094
C -0.226 2.714 1.605
C -0.507 4.079 1.770
C -0.681 4.624 3.032
C -0.591 3.807 4.156
C -0.325 2.454 4.006
C -0.139 1.902 2.733
P 0.240 0.138 2.478
C 1.914 -0.080 3.282
C 2.784 1.151 2.992
C 1.924 -0.389 4.781
C -0.956 -0.667 3.638
C -0.840 -2.189 3.543
C -2.403 -0.203 3.416
C 1.929 2.498 -0.430
C 2.372 3.815 -0.231
C 3.625 4.226 -0.660
C 4.454 3.326 -1.321
C 4.055 2.009 -1.472
C 2.807 1.582 -1.002
P 2.288 -0.162 -1.037
C 3.930 -0.991 -0.727
C 4.595 -0.530 0.575
C 3.892 -2.521 -0.747
C 1.919 -0.489 -2.843
C 3.116 -0.812 -3.734
C 1.117 0.681 -3.420
H -3.166 0.542 -4.814
H -1.984 0.088 -3.581
H -2.221 1.794 -4.006
H -4.578 1.669 -3.074
H -3.825 -1.240 -2.531
H -5.064 -0.657 -3.642
H -5.292 -0.494 -1.899
H -4.606 0.967 0.614
H -3.977 3.961 0.412
H -3.080 2.809 1.414
H -4.787 3.129 1.747
H -5.781 3.048 -1.317
H -6.566 2.418 0.128
H -6.241 1.331 -1.216
H -3.965 3.762 -2.616
H -2.774 5.713 -3.495
H -0.333 5.940 -3.112
H 0.852 4.300 -1.761
H -0.610 4.722 0.896
H -0.893 5.682 3.144
H -0.734 4.223 5.147
H -0.272 1.829 4.893
H 2.344 -0.933 2.747
H 2.440 2.008 3.573
H 2.765 1.439 1.938
H 3.822 0.950 3.273
H 1.515 0.443 5.364
H 2.958 -0.529 5.110
H 1.373 -1.295 5.039
H -0.644 -0.360 4.638
H -1.136 -2.529 2.545
H -1.508 -2.667 4.266
H 0.178 -2.540 3.749
H -2.506 0.882 3.465
H -3.049 -0.636 4.188
H -2.779 -0.533 2.445
H 1.735 4.528 0.287
H 3.951 5.246 -0.491
H 5.419 3.645 -1.697
H 4.740 1.316 -1.950
H 4.537 -0.675 -1.572
H 4.067 -0.936 1.443
H 4.641 0.552 0.678
H 5.621 -0.911 0.605
H 3.338 -2.910 0.110
H 4.914 -2.902 -0.666
H 3.469 -2.927 -1.669
H 1.242 -1.348 -2.833
H 3.806 0.036 -3.801
H 2.762 -1.014 -4.749
H 3.677 -1.689 -3.406
H 1.739 1.573 -3.523
H 0.254 0.938 -2.795
H 0.739 0.413 -4.411
Cl -1.930 -1.023 -0.126
Ge -3.648 -2.973 0.878
Cl -4.143 -3.943 -1.061
Cl -5.456 -1.729 1.131
C 1.684 -5.481 -1.502
C 1.001 -4.088 -1.488
N 0.218 -3.898 -0.266
C 1.067 -4.048 0.922
C 1.701 -5.464 0.976
N 1.234 -6.205 -0.255
C -0.274 -6.334 -0.255
C -0.861 -4.893 -0.221
H 2.769 -5.417 -1.467
H 1.398 -6.086 -2.356
H 0.341 -3.976 -2.345
H 1.752 -3.314 -1.546
H 0.459 -3.877 1.807
H 1.838 -3.285 0.902
H 1.384 -6.036 1.842
H 2.788 -5.444 0.950
H 1.640 -7.133 -0.247
H -0.557 -6.929 0.610
H -0.552 -6.878 -1.154
H -1.430 -4.742 0.696
H -1.538 -4.732 -1.054